ORCA calculation (ωB97M-V/def2-TZVPD) on C28H25ClMoN2O3Si as an isolated structure.

Output
- E_LUMO (spin up / spin down): -7.6067 / -7.9310 eV
- Kohn-Sham gap (spin up / spin down): 6.29 / 5.96 eV
- Total energy: -2234.61749 a.u.

```
! wB97M-V def2-TZVPD RIJCOSX def2/J DEFGRID3
* xyz 2 3
Mo -0.367 -0.265 -1.645
Cl 3.721 -4.662 -5.926
C 2.694 -3.850 -4.818
C 1.875 -4.602 -3.955
C 1.030 -3.999 -3.045
C 0.984 -2.615 -2.986
O 0.191 -2.012 -2.095
C 1.797 -1.843 -3.845
C 1.739 -0.446 -3.814
O 0.958 0.253 -3.090
C 2.662 -2.484 -4.766
H 1.917 -5.682 -4.012
H 0.411 -4.585 -2.380
H 2.394 0.125 -4.474
H 3.285 -1.893 -5.425
O -0.555 -0.277 0.070
Si -0.160 -0.152 1.825
C 0.278 -1.858 2.318
C -0.713 -2.743 2.759
C -0.387 -4.043 3.112
C 0.931 -4.472 3.029
C 1.927 -3.606 2.596
C 1.603 -2.305 2.243
C 1.288 0.993 1.793
C 1.956 1.215 3.002
C 3.055 2.058 3.066
C 3.512 2.691 1.920
C 2.867 2.484 0.709
C 1.763 1.645 0.653
C -1.743 0.466 2.527
C -2.830 0.877 1.751
C -3.992 1.342 2.350
C -4.079 1.410 3.733
C -3.008 1.008 4.519
C -1.851 0.535 3.920
H -1.741 -2.409 2.843
H -1.156 -4.719 3.462
H 1.186 -5.484 3.317
H 2.954 -3.941 2.550
H 2.389 -1.627 1.926
H 1.625 0.718 3.908
H 3.558 2.217 4.011
H 4.372 3.345 1.969
H 3.224 2.976 -0.186
H 1.270 1.519 -0.309
H -2.781 0.828 0.669
H -4.834 1.645 1.741
H -4.985 1.772 4.200
H -3.078 1.055 5.597
H -1.031 0.206 4.551
C -3.713 3.797 -2.879
N -2.245 3.670 -2.773
C -1.406 4.819 -3.172
C -1.710 2.558 -2.441
N -1.227 1.549 -2.108
H -4.002 3.816 -3.928
H -4.007 4.725 -2.395
H -4.190 2.960 -2.376
H -1.517 4.993 -4.241
H -0.367 4.613 -2.934
H -1.740 5.692 -2.616
*
```

natural (NBO) atomic charge list, values in e, 8 entries: atom 1 (Mo): 1.886, atom 2 (Cl): 0.095, atom 3 (C): -0.065, atom 4 (C): -0.085, atom 5 (C): -0.255, atom 6 (C): 0.384, atom 7 (O): -0.660, atom 8 (C): -0.219


ORCA calculation (ωB97M-V/def2-TZVPD) on a 2-piece molecular cluster, C27H23N2O6S2 overall in a non-equilibrium geometry.

Output
- E_LUMO: 1.5601 eV
- Kohn-Sham gap: 4.73 eV
- Total energy: -2399.89473 a.u.

```
! wB97M-V def2-TZVPD RIJCOSX def2/J DEFGRID3
* xyz -1 1
C 6.956 -3.828 2.138
C 5.737 -2.972 2.132
C 5.159 -2.568 3.327
C 4.022 -1.783 3.329
C 3.457 -1.397 2.138
S 1.991 -0.349 2.120
N 0.766 -1.466 2.124
C -0.397 -0.976 2.121
C -1.616 -1.775 2.125
C -2.881 -1.188 2.126
C -4.015 -1.969 2.130
C -3.909 -3.344 2.132
C -2.665 -3.939 2.132
C -1.530 -3.162 2.129
O 2.004 0.407 3.416
O 2.089 0.340 0.790
C 4.019 -1.782 0.945
C 5.155 -2.566 0.939
H 7.288 -4.062 1.127
H 7.783 -3.334 2.648
H 6.767 -4.772 2.648
H 5.613 -2.867 4.256
H 3.582 -1.444 4.253
H -0.485 0.102 2.114
H -2.962 -0.115 2.126
H -4.987 -1.506 2.133
H -4.797 -3.952 2.134
H -2.582 -5.012 2.134
H -0.553 -3.611 2.132
H 3.575 -1.439 0.025
H 5.603 -2.860 0.005
C 2.498 1.075 -5.039
C 2.163 0.309 -3.940
C 1.313 0.819 -2.979
C 0.795 2.084 -3.123
S -0.306 2.754 -1.883
C -1.917 2.256 -2.486
C -3.049 2.564 -1.790
C -4.332 2.160 -2.270
C -5.463 2.476 -1.578
C -5.390 3.196 -0.390
N -6.605 3.521 0.326
O -6.515 4.162 1.384
O -7.690 3.142 -0.145
C -4.154 3.601 0.108
C -3.006 3.299 -0.564
O -0.210 2.001 -0.580
O -0.279 4.259 -1.990
C 1.128 2.847 -4.216
C 1.983 2.347 -5.177
H 3.181 0.689 -5.777
H 2.579 -0.679 -3.829
H 1.072 0.253 -2.095
H -1.960 1.701 -3.397
H -4.390 1.603 -3.190
H -6.438 2.181 -1.934
H -4.141 4.160 1.031
H -2.046 3.610 -0.181
H 0.731 3.845 -4.298
H 2.261 2.953 -6.025
*
```

natural (NBO) atomic charge list, values in e, 8 entries: atom 1 (C): -0.628, atom 2 (C): -0.005, atom 3 (C): -0.223, atom 4 (C): -0.161, atom 5 (C): -0.337, atom 6 (S): 2.198, atom 7 (N): -0.695, atom 8 (C): 0.185


ORCA calculation (ωB97M-V/def2-TZVPD) on a 9-piece molecular cluster, C31H51F18NO22P2 overall in a non-equilibrium geometry.

Output
- E_LUMO: -0.1296 eV
- Kohn-Sham gap: 10.40 eV
- Structure (SMILES): CCOC(=O)C(F)(F)F.CCOC(=O)C(F)(F)F.CCOC(=O)C(F)(F)F.CCOC(=O)C(F)(F)F.CCOC(=O)C(F)(F)F.CCOC(=O)C(F)(F)F.COP(=O)(OC)OC.COP(=O)(OC)OC.C[N+](=O)[O-]
- Total energy: -5402.08100 a.u.

```
! wB97M-V def2-TZVPD RIJCOSX def2/J DEFGRID3
* xyz 0 1
C -34.615 10.255 30.677
C -33.503 11.233 30.229
O -32.527 10.585 29.451
C -32.647 10.253 28.114
O -33.612 10.605 27.453
C -31.611 9.301 27.547
F -31.026 8.579 28.579
F -32.245 8.435 26.774
F -30.746 9.992 26.864
H -35.082 9.818 29.794
H -35.386 10.739 31.276
H -34.148 9.412 31.186
H -32.902 11.690 31.016
H -33.861 12.092 29.661
C -18.566 5.868 28.467
C -19.077 4.628 29.175
O -20.435 4.516 28.783
C -21.368 4.596 29.774
O -21.157 4.954 30.962
C -22.807 4.205 29.341
F -23.180 3.200 30.046
F -23.606 5.213 29.617
F -22.950 3.846 28.087
H -17.581 6.157 28.836
H -19.237 6.715 28.607
H -18.389 5.734 27.400
H -18.878 4.726 30.242
H -18.483 3.804 28.779
C -20.407 3.791 16.114
C -21.358 2.971 17.073
O -21.162 3.394 18.401
C -20.029 3.156 19.100
O -19.154 2.269 18.746
C -19.821 3.923 20.378
F -20.939 4.587 20.710
F -19.415 3.075 21.361
F -18.859 4.813 20.087
H -20.342 4.879 16.136
H -20.761 3.696 15.087
H -19.435 3.350 16.334
H -21.336 1.899 16.876
H -22.401 3.237 16.899
C -11.112 5.395 34.385
C -11.598 6.741 33.954
O -13.014 6.726 34.074
C -13.639 6.898 35.167
O -13.103 7.103 36.270
C -15.196 7.085 34.982
F -15.530 7.298 33.702
F -15.788 5.860 35.298
F -15.535 8.121 35.760
H -10.202 5.442 34.983
H -10.953 4.829 33.467
H -11.817 4.938 35.079
H -11.229 7.035 32.971
H -11.215 7.489 34.648
C -23.845 10.596 24.468
C -23.478 11.982 23.949
O -24.449 12.320 22.932
C -24.715 13.578 22.613
O -24.202 14.593 23.120
C -25.892 13.658 21.596
F -26.437 14.892 21.681
F -25.349 13.608 20.344
F -26.857 12.711 21.762
H -24.394 10.083 23.678
H -24.441 10.787 25.360
H -22.958 9.987 24.644
H -22.439 11.910 23.628
H -23.408 12.652 24.806
C -13.041 -7.669 33.152
C -12.246 -6.722 32.274
O -13.116 -5.574 32.124
C -13.653 -5.193 30.902
O -13.602 -5.900 29.876
C -14.362 -3.776 30.954
F -15.658 -3.972 30.851
F -14.128 -3.200 32.123
F -14.061 -3.049 29.870
H -13.342 -7.428 34.172
H -12.434 -8.520 33.459
H -13.804 -8.172 32.558
H -11.879 -7.145 31.339
H -11.346 -6.448 32.824
C -21.137 -2.324 33.924
O -21.876 -3.514 33.337
P -22.835 -4.250 34.491
O -23.408 -3.370 35.540
O -24.026 -4.902 33.482
C -24.589 -4.159 32.415
O -21.821 -5.423 34.952
C -21.645 -6.651 34.391
H -21.286 -2.105 34.981
H -21.260 -1.374 33.405
H -20.083 -2.588 33.841
H -24.387 -3.094 32.528
H -25.666 -4.281 32.305
H -24.008 -4.638 31.627
H -20.597 -6.816 34.140
H -22.376 -6.567 33.588
H -22.029 -7.467 35.004
C -29.900 3.755 38.011
O -30.266 4.908 37.203
P -30.271 4.809 35.601
O -30.794 6.025 34.937
O -28.780 4.435 35.296
C -27.623 5.163 35.754
O -31.215 3.465 35.390
C -32.698 3.603 35.341
H -29.843 4.099 39.043
H -28.952 3.251 37.824
H -30.639 3.012 37.712
H -27.019 5.824 35.132
H -26.880 4.457 36.124
H -27.967 5.727 36.621
H -33.086 2.916 34.589
H -33.056 4.596 35.069
H -33.249 3.434 36.266
C -13.732 13.005 29.432
N -14.750 13.612 28.513
O -14.502 14.647 27.914
O -15.759 12.864 28.328
H -13.005 13.636 29.944
H -13.218 12.337 28.741
H -14.268 12.348 30.117
*
```

Löwdin atomic charge list, values in e, 8 entries: atom 1 (C): -0.042, atom 2 (C): -0.218, atom 3 (O): -0.014, atom 4 (C): -0.312, atom 5 (O): 0.145, atom 6 (C): -0.557, atom 7 (F): 0.125, atom 8 (F): 0.187


ORCA calculation (ωB97M-V/def2-TZVPD) on a 2-piece molecular cluster, C12H17N overall in a non-equilibrium geometry.

Output
- E_LUMO: 0.8882 eV
- Kohn-Sham gap: 8.74 eV
- Structure (SMILES): Cc1c[nH]c2ccccc12.CCC
- Total energy: -522.08654 a.u.

```
! wB97M-V def2-TZVPD RIJCOSX def2/J DEFGRID3
* xyz 0 1
C -0.462 -0.673 -2.992
C -0.371 -1.343 -1.656
C 0.321 -2.561 -1.320
N 0.054 -2.826 0.100
C -0.716 -1.875 0.619
C -1.237 -1.736 1.960
C -2.104 -0.723 2.145
C -2.208 0.315 1.194
C -1.536 0.313 -0.061
C -0.990 -0.917 -0.428
H -1.027 0.316 -2.918
H -0.875 -1.368 -3.672
H 0.440 -0.308 -3.357
H 0.630 -3.210 -1.908
H 0.295 -3.581 0.559
H -1.037 -2.517 2.535
H -2.800 -0.593 2.963
H -3.090 1.133 1.457
H -1.740 1.210 -0.732
C 2.685 1.678 1.122
C 1.325 2.215 0.994
C 0.835 1.888 -0.374
H 3.394 1.994 0.332
H 3.083 2.015 2.111
H 2.807 0.690 0.775
H 1.307 3.348 0.998
H 0.615 1.865 1.811
H -0.190 1.961 -0.572
H 1.143 0.831 -0.652
H 1.446 2.459 -1.030
*
```

natural (NBO) atomic charge list, values in e, 8 entries: atom 1 (C): -0.636, atom 2 (C): -0.041, atom 3 (C): -0.043, atom 4 (N): -0.501, atom 5 (C): 0.176, atom 6 (C): -0.253, atom 7 (C): -0.218, atom 8 (C): -0.245


ORCA calculation (ωB97M-V/def2-TZVPD) on a 2-piece molecular cluster, C6H18N4 overall in a non-equilibrium geometry.

Output
- E_LUMO: -8.7820 eV
- Kohn-Sham gap: 8.24 eV
- Total energy: -457.61827 a.u.

```
! wB97M-V def2-TZVPD RIJCOSX def2/J DEFGRID3
* xyz 2 1
C 1.146 -0.128 0.444
C -2.079 0.702 -1.592
C -3.069 1.381 0.670
C 2.775 1.422 0.650
C 3.394 -2.050 -0.705
C -2.836 0.190 -0.286
N 2.406 0.056 0.282
N -1.984 -0.698 0.383
N -2.437 -1.653 1.005
N 3.451 -0.726 -0.034
H 0.729 -1.127 0.234
H 0.445 0.595 0.813
H -1.265 0.153 -1.964
H -2.804 0.789 -2.370
H -1.832 1.668 -1.526
H -2.355 2.328 0.473
H -3.015 1.252 1.784
H -4.036 1.853 0.390
H 2.762 1.464 1.663
H 3.884 1.721 0.317
H 2.249 2.001 0.016
H 3.179 -2.733 0.141
H 2.472 -2.190 -1.475
H 4.285 -2.134 -1.121
H -3.652 -0.400 -0.663
H -3.547 -1.912 1.146
H -1.701 -2.255 1.398
H 4.173 -0.086 -0.322
*
```

natural (NBO) atomic charge list, values in e, 8 entries: atom 1 (C): -0.086, atom 2 (C): -0.595, atom 3 (C): -0.657, atom 4 (C): -0.418, atom 5 (C): -0.405, atom 6 (C): -0.151, atom 7 (N): -0.025, atom 8 (N): 0.096


ORCA calculation (ωB97M-V/def2-TZVPD) on an isolated molecule of C4H12N2S in a non-equilibrium geometry.

Output
- E_LUMO: 0.8069 eV
- Kohn-Sham gap: 9.51 eV
- Structure (SMILES): CNC[C@H](N)CS
- Total energy: -667.24202 a.u.

```
! wB97M-V def2-TZVPD RIJCOSX def2/J DEFGRID3
* xyz 0 1
C 2.959 -0.539 0.385
N 1.618 -0.935 0.175
C 0.576 0.123 0.497
C -0.828 -0.253 -0.147
N -0.773 -0.311 -1.666
C -1.902 0.771 0.329
S -3.571 0.106 -0.079
H 3.086 -0.444 1.477
H 3.641 -1.359 0.065
H 3.377 0.387 -0.194
H 1.482 -1.190 -0.805
H 0.890 0.959 0.041
H 0.509 0.378 1.549
H -1.128 -1.239 0.211
H -1.668 -0.715 -1.956
H -0.622 0.503 -2.255
H -1.749 1.891 -0.066
H -1.878 1.047 1.476
H -4.019 0.822 0.965
*
```

natural (NBO) atomic charge list, values in e, 8 entries: atom 1 (C): -0.411, atom 2 (N): -0.625, atom 3 (C): -0.215, atom 4 (C): -0.071, atom 5 (N): -0.867, atom 6 (C): -0.535, atom 7 (S): -0.055, atom 8 (H): 0.190


ORCA calculation (ωB97M-V/def2-TZVPD) on a 4-piece molecular cluster, C16H44N4O4 overall in a non-equilibrium geometry.

Output
- E_LUMO: 0.6705 eV
- Kohn-Sham gap: 9.65 eV
- Structure (SMILES): COC[C@H](C)N.COC[C@H](C)N.COC[C@H](C)N.COC[C@H](C)N
- Total energy: -1155.79476 a.u.

```
! wB97M-V def2-TZVPD RIJCOSX def2/J DEFGRID3
* xyz 0 1
C -3.371 -3.038 2.592
O -3.426 -2.999 1.156
C -2.586 -2.048 0.500
C -2.997 -1.942 -0.996
C -2.560 -3.179 -1.783
N -2.257 -0.989 -1.734
H -3.451 -2.034 3.010
H -2.379 -3.400 2.863
H -4.162 -3.612 3.074
H -2.724 -1.124 1.062
H -1.510 -2.124 0.652
H -4.074 -2.005 -1.150
H -2.793 -3.092 -2.844
H -3.180 -4.047 -1.558
H -1.505 -3.454 -1.770
H -1.373 -1.004 -1.245
H -2.657 -0.082 -1.541
C 2.675 2.312 -3.933
O 1.317 2.623 -4.249
C 0.458 1.559 -3.777
C -0.887 1.361 -4.535
C -1.975 2.331 -4.222
N -1.391 0.053 -4.249
H 3.051 1.653 -4.716
H 2.765 1.835 -2.957
H 3.241 3.239 -3.851
H 1.063 0.655 -3.856
H 0.272 1.704 -2.713
H -0.684 1.511 -5.595
H -2.999 1.999 -4.395
H -1.887 3.285 -4.742
H -1.962 2.571 -3.159
H -1.554 -0.036 -3.256
H -0.632 -0.577 -4.465
C 2.873 2.698 -0.071
O 2.339 2.145 1.183
C 0.953 2.430 1.243
C 0.131 1.519 0.415
C -1.395 1.873 0.339
N 0.185 0.173 0.975
H 2.877 3.759 0.178
H 2.310 2.479 -0.979
H 3.837 2.250 -0.311
H 0.598 2.300 2.265
H 0.635 3.426 0.934
H 0.499 1.486 -0.610
H -1.528 2.546 1.186
H -2.105 1.049 0.264
H -1.388 2.528 -0.532
H -0.344 0.073 1.829
H 1.155 0.107 1.249
C -0.744 -0.731 3.799
O 0.499 -1.176 3.327
C 1.705 -0.886 4.007
C 3.066 -0.957 3.144
C 3.298 -2.261 2.274
N 4.262 -0.894 4.071
H -0.628 0.176 4.392
H -1.123 -1.514 4.456
H -1.511 -0.523 3.053
H 1.547 0.088 4.471
H 1.754 -1.510 4.900
H 2.970 -0.088 2.493
H 2.901 -2.103 1.272
H 2.883 -3.161 2.729
H 4.362 -2.481 2.190
H 5.149 -1.013 3.603
H 4.110 -1.711 4.644
*
```

natural (NBO) atomic charge list, values in e, 8 entries: atom 1 (C): -0.244, atom 2 (O): -0.550, atom 3 (C): -0.077, atom 4 (C): -0.082, atom 5 (C): -0.605, atom 6 (N): -0.830, atom 7 (H): 0.154, atom 8 (H): 0.171


- total energy of number 3 (C31H51F18NO22P2)?
  -5402.08100 a.u.


Repeat the fifth record exactly.
ORCA calculation (ωB97M-V/def2-TZVPD) on a 2-piece molecular cluster, C6H18N4 overall in a non-equilibrium geometry.

Output
- E_LUMO: -8.7820 eV
- Kohn-Sham gap: 8.24 eV
- Total energy: -457.61827 a.u.

```
! wB97M-V def2-TZVPD RIJCOSX def2/J DEFGRID3
* xyz 2 1
C 1.146 -0.128 0.444
C -2.079 0.702 -1.592
C -3.069 1.381 0.670
C 2.775 1.422 0.650
C 3.394 -2.050 -0.705
C -2.836 0.190 -0.286
N 2.406 0.056 0.282
N -1.984 -0.698 0.383
N -2.437 -1.653 1.005
N 3.451 -0.726 -0.034
H 0.729 -1.127 0.234
H 0.445 0.595 0.813
H -1.265 0.153 -1.964
H -2.804 0.789 -2.370
H -1.832 1.668 -1.526
H -2.355 2.328 0.473
H -3.015 1.252 1.784
H -4.036 1.853 0.390
H 2.762 1.464 1.663
H 3.884 1.721 0.317
H 2.249 2.001 0.016
H 3.179 -2.733 0.141
H 2.472 -2.190 -1.475
H 4.285 -2.134 -1.121
H -3.652 -0.400 -0.663
H -3.547 -1.912 1.146
H -1.701 -2.255 1.398
H 4.173 -0.086 -0.322
*
```

natural (NBO) atomic charge list, values in e, 8 entries: atom 1 (C): -0.086, atom 2 (C): -0.595, atom 3 (C): -0.657, atom 4 (C): -0.418, atom 5 (C): -0.405, atom 6 (C): -0.151, atom 7 (N): -0.025, atom 8 (N): 0.096


What did the sixth record say?
ORCA calculation (ωB97M-V/def2-TZVPD) on an isolated molecule of C4H12N2S in a non-equilibrium geometry.

Output
- E_LUMO: 0.8069 eV
- Kohn-Sham gap: 9.51 eV
- Structure (SMILES): CNC[C@H](N)CS
- Total energy: -667.24202 a.u.

```
! wB97M-V def2-TZVPD RIJCOSX def2/J DEFGRID3
* xyz 0 1
C 2.959 -0.539 0.385
N 1.618 -0.935 0.175
C 0.576 0.123 0.497
C -0.828 -0.253 -0.147
N -0.773 -0.311 -1.666
C -1.902 0.771 0.329
S -3.571 0.106 -0.079
H 3.086 -0.444 1.477
H 3.641 -1.359 0.065
H 3.377 0.387 -0.194
H 1.482 -1.190 -0.805
H 0.890 0.959 0.041
H 0.509 0.378 1.549
H -1.128 -1.239 0.211
H -1.668 -0.715 -1.956
H -0.622 0.503 -2.255
H -1.749 1.891 -0.066
H -1.878 1.047 1.476
H -4.019 0.822 0.965
*
```

natural (NBO) atomic charge list, values in e, 8 entries: atom 1 (C): -0.411, atom 2 (N): -0.625, atom 3 (C): -0.215, atom 4 (C): -0.071, atom 5 (N): -0.867, atom 6 (C): -0.535, atom 7 (S): -0.055, atom 8 (H): 0.190